#P
Computed, not measured: an isolated molecule of C18H21N3O2, with the ωB97M-V functional and the def2-TZVPD basis.

Computed properties:
SMILES string ... CC(C)C[C@H](N)COc1ccc2c(c1)C(=O)N=C1C=NC=C[C@H]12
HOMO energy ... -8.96 eV
Orbital gap ... 7.510 eV

Geometry as ORCA input:
```
! wB97M-V def2-TZVPD RIJCOSX def2/J DEFGRID3
* xyz 0 1
O -0.60 -3.69 0.59
N -5.18 -2.31 -2.70
N -2.43 -3.45 -0.70
O 2.03 0.61 0.34
C -1.21 -2.97 -0.20
C -4.43 -3.13 -1.99
C -3.04 -2.82 -1.70
C -4.65 -1.17 -3.27
C -3.30 -0.90 -3.22
C 0.64 0.50 -1.64
C 0.38 -1.13 0.09
C -0.47 -0.01 -2.29
C 1.02 0.00 -0.39
C -0.69 -1.69 -0.63
C -1.16 -1.14 -1.81
N 0.02 2.66 1.23
C -2.28 -1.85 -2.58
C 3.09 3.26 4.45
C 1.35 2.19 5.91
C 1.96 2.23 4.49
C 1.82 0.90 1.74
C 0.84 2.51 3.49
C 1.26 2.30 2.00
H -4.92 -3.97 -1.56
H -5.27 -0.51 -3.88
H -2.96 -0.02 -3.76
H 1.16 1.35 -2.04
H 0.77 -1.59 1.02
H -0.78 0.53 -3.19
H 0.19 2.60 0.20
H -0.81 2.08 1.47
H -1.77 -2.38 -3.38
H 3.92 2.93 5.09
H 3.51 3.41 3.45
H 2.72 4.23 4.82
H 0.77 3.09 6.18
H 2.14 2.12 6.63
H 0.68 1.25 6.01
H 2.37 1.26 4.33
H 2.79 0.79 2.23
H 1.16 0.18 2.23
H 0.47 3.56 3.55
H -0.02 1.87 3.73
H 2.02 3.03 1.73
*
```



#Q
Computed, not measured: an isolated molecule of C18H21N3O2, with the ωB97M-V functional and the def2-TZVPD basis.

Computed properties:
SMILES string ... CC(C)Oc1ccc(CCC(=O)N/N=C/c2ccncc2)cc1
HOMO energy ... -8.28 eV
Orbital gap ... 8.293 eV

Geometry as ORCA input:
```
! wB97M-V def2-TZVPD RIJCOSX def2/J DEFGRID3
* xyz 0 1
C -3.24 1.15 2.39
H -2.67 0.60 1.65
H -3.43 0.51 3.24
H -4.19 1.45 1.95
C -2.47 2.40 2.84
C -3.30 3.24 3.81
H -2.74 4.12 4.11
H -3.55 2.65 4.69
H -4.22 3.56 3.32
H -1.54 2.11 3.34
O -2.19 3.24 1.73
C -1.23 2.90 0.84
C -0.33 1.85 0.96
C 0.61 1.62 -0.02
C 0.69 2.42 -1.15
C -0.21 3.47 -1.27
C -1.14 3.72 -0.29
H -1.84 4.54 -0.38
H -0.17 4.11 -2.14
C 1.66 2.11 -2.26
H 2.54 1.61 -1.85
H 1.98 3.03 -2.75
C 0.99 1.20 -3.31
C 0.46 -0.07 -2.67
O -0.70 -0.31 -2.48
N 1.48 -0.92 -2.29
N 1.23 -2.06 -1.65
C 2.19 -2.83 -1.31
C 1.93 -4.06 -0.60
C 2.98 -4.91 -0.24
C 2.68 -6.08 0.44
N 1.45 -6.44 0.76
C 0.45 -5.64 0.42
C 0.63 -4.45 -0.26
H -0.20 -3.81 -0.52
H -0.53 -5.98 0.71
H 3.46 -6.77 0.73
H 4.00 -4.66 -0.48
H 3.23 -2.59 -1.54
H 2.45 -0.67 -2.51
H 1.70 0.95 -4.10
H 0.14 1.73 -3.75
H 1.30 0.79 0.10
H -0.35 1.19 1.82
*
```



#R
Computed, not measured: an isolated molecule of C18H21N3O2, with the ωB97M-V functional and the def2-TZVPD basis.

Computed properties:
SMILES string ... COc1ccc2c(c1)nc(NCCCO)n2Cc1ccccc1
HOMO energy ... -7.69 eV
Orbital gap ... 8.293 eV

Geometry as ORCA input:
```
! wB97M-V def2-TZVPD RIJCOSX def2/J DEFGRID3
* xyz 0 1
C 0.06 -5.59 0.21
H -0.90 -5.50 0.72
O 0.90 -4.49 0.47
C 0.49 -3.25 0.08
C 1.37 -2.22 0.38
C 1.01 -0.93 0.02
C -0.21 -0.68 -0.64
C -1.09 -1.70 -0.93
C -0.72 -2.99 -0.56
H -1.41 -3.80 -0.79
H -2.03 -1.52 -1.42
N -0.24 0.68 -0.87
C 0.91 1.18 -0.32
N 1.68 0.26 0.19
N 1.18 2.52 -0.28
H 0.83 3.05 -1.06
C 2.49 2.91 0.20
C 3.66 2.41 -0.67
H 4.07 3.20 -1.29
H 3.28 1.62 -1.33
C 4.77 1.80 0.19
O 4.31 0.88 1.13
H 3.49 0.46 0.79
H 5.51 1.32 -0.48
H 5.29 2.59 0.74
H 2.60 2.48 1.20
H 2.50 4.00 0.28
C -1.37 1.39 -1.41
C -2.54 1.38 -0.46
C -2.34 1.70 0.88
C -3.40 1.68 1.77
C -4.67 1.35 1.33
C -4.88 1.03 0.00
C -3.82 1.05 -0.89
H -3.98 0.80 -1.93
H -5.87 0.77 -0.35
H -5.50 1.33 2.02
H -3.23 1.93 2.81
H -1.35 1.96 1.23
H -1.66 0.91 -2.36
H -1.08 2.42 -1.63
H 2.30 -2.43 0.89
H -0.11 -5.73 -0.86
H 0.59 -6.46 0.61
*
```



Which of them is most stable? Easy: #R.